Formula: C70H181N11O26
Source: the Open Molecules 2025 dataset
Level of theory: wB97M-V/def2-TZVPD

Geometry as XYZ:
```
288
C70H181N11O26 wB97M-V/def2-TZVPD
C 3.4063 3.1685 0.8762
O 3.8736 4.4799 1.1873
H 4.2704 2.6333 0.4824
H 3.1064 2.6398 1.7810
H 2.5469 3.1975 0.2064
H 4.7069 4.3777 1.6529
C 6.1074 3.5188 3.9373
O 6.2896 4.1856 2.6771
H 5.3962 2.6927 3.9429
H 7.0527 3.0251 4.1626
H 5.7522 4.2494 4.6640
H 7.1018 4.6950 2.7269
C 0.8473 -2.7681 -3.5960
O 1.5376 -1.7559 -2.9573
H 0.0136 -2.3771 -4.1791
H 1.4726 -3.2749 -4.3311
H 0.6040 -3.6417 -2.9912
H 1.0669 -1.3781 -2.2107
C -4.3080 2.5078 -1.3529
O -3.3392 1.9950 -0.5155
H -4.0233 3.4914 -1.7264
H -4.4424 1.8521 -2.2133
H -5.2485 2.7838 -0.8762
H -3.4302 2.4829 0.3063
C 2.5702 -0.0640 7.3884
O 2.3559 -1.2929 6.6833
C 2.5062 -1.1717 5.2090
C 1.8622 -2.3809 4.5127
N 2.3002 -3.6707 5.0261
C 3.4704 -4.1045 4.2337
C 4.1328 -5.2853 4.8942
O 4.5237 -4.9720 6.2146
C 5.2162 -6.0129 6.8293
H 1.7975 0.6473 7.0971
H 3.6044 0.2119 7.1821
H 2.4954 -0.3302 8.4428
H 3.5795 -1.2304 5.0280
H 2.0517 -0.2214 4.9290
H 2.0133 -2.3470 3.4338
H 0.7948 -2.3758 4.7338
H 2.6564 -3.3999 5.9316
H 4.2355 -3.3338 4.3271
H 3.2523 -4.2932 3.1826
H 4.9545 -5.5635 4.2342
H 3.4444 -6.1303 4.9070
H 6.1669 -6.2408 6.3472
H 4.6779 -6.9407 6.6357
H 5.3463 -5.7920 7.8887
C 6.8647 -3.4228 1.5808
O 5.6115 -3.1880 0.9713
C 5.6677 -3.6279 -0.3580
C 4.2751 -3.3310 -1.0607
N 3.0686 -4.2101 -0.7136
C 2.8604 -4.3999 0.6891
C 1.4217 -4.8256 0.9353
O 0.6758 -3.6227 0.7120
C -0.7450 -3.7932 0.6606
H 6.9738 -4.4897 1.7754
H 7.0593 -2.9629 2.5497
H 7.6723 -3.1219 0.9135
H 5.9973 -4.6541 -0.5203
H 6.3319 -2.9756 -0.9251
H 4.5230 -3.3579 -2.1217
H 4.0052 -2.2879 -0.8955
H 2.2476 -3.7109 -1.0248
H 3.1370 -3.4595 1.1659
H 3.5746 -5.1101 1.1058
H 1.2779 -5.1731 1.9583
H 1.0411 -5.6258 0.3006
H -1.2997 -2.8702 0.4914
H -1.2170 -4.2930 1.5065
H -1.0281 -4.3940 -0.2037
C 5.2119 5.8716 -4.4815
O 4.2821 5.3331 -3.5845
C 3.6638 6.4203 -2.8560
C 2.3229 5.9641 -2.2003
N 1.2291 5.7309 -3.1955
C 0.0279 5.1606 -2.5267
C 0.1070 3.6608 -2.2119
O 0.6799 3.0820 -3.3446
C 1.1344 1.7881 -3.2136
H 5.7007 5.0868 -5.0587
H 5.9773 6.4187 -3.9311
H 4.7494 6.5437 -5.2043
H 3.5142 7.2559 -3.5398
H 4.3742 6.7589 -2.1019
H 2.0660 6.7965 -1.5452
H 2.3902 5.0600 -1.5952
H 1.5131 5.0404 -3.8756
H -0.8716 5.3764 -3.1033
H -0.0742 5.6701 -1.5685
H -0.8881 3.2398 -2.0679
H 0.6839 3.4358 -1.3149
H 0.2800 1.1163 -3.1308
H 1.8294 1.5445 -2.4100
H 1.5544 1.4978 -4.1766
C 0.1626 2.2306 4.0816
O -1.0781 2.8454 3.7649
C -1.1613 3.2279 2.3457
C -2.4578 4.0380 1.9660
N -3.7264 3.2855 2.0749
C -4.8292 4.2085 1.8873
C -6.1749 3.5178 1.8709
O -6.3925 3.0321 3.1922
C -7.2914 1.9986 3.4151
H 0.2948 1.3756 3.4186
H 0.1048 1.8984 5.1181
H 0.9984 2.9184 3.9531
H -1.0307 2.3634 1.6948
H -0.3319 3.9096 2.1569
H -2.3015 4.4328 0.9621
H -2.4500 4.8759 2.6631
H -3.7583 2.8536 2.9874
H -4.6839 4.5948 0.8785
H -4.6794 4.9050 2.7123
H -6.2499 2.6719 1.1875
H -6.9919 4.1689 1.5600
H -7.5955 1.7365 4.4284
H -6.8793 1.1115 2.9342
H -8.2793 2.2180 3.0101
C 9.1686 4.0741 -5.2303
O 8.1253 4.3138 -6.1460
C 8.1741 3.4088 -7.2912
C 6.7745 3.1550 -7.9349
N 5.9923 2.0805 -7.3413
C 5.5661 2.4931 -6.0201
C 4.6664 1.4102 -5.3158
O 5.3412 0.3909 -4.5773
C 4.4614 -0.4418 -3.8714
H 9.1663 3.0158 -4.9694
H 9.0649 4.7737 -4.4008
H 10.1353 4.2399 -5.7058
H 8.4731 2.4387 -6.8944
H 8.9325 3.6822 -8.0248
H 7.0171 2.8173 -8.9425
H 6.3264 4.1486 -7.9398
H 6.5536 1.2443 -7.2646
H 5.0479 3.4520 -6.0191
H 6.3761 2.6992 -5.3205
H 4.1182 0.8955 -6.1049
H 4.0050 1.9201 -4.6153
H 4.0786 0.0143 -2.9585
H 5.0815 -1.2299 -3.4442
H 3.6577 -0.9378 -4.4156
C -11.3106 -2.1494 -2.8880
O -10.0374 -2.2743 -2.3293
C -9.2817 -3.3566 -2.8872
C -7.9089 -3.3699 -2.0880
N -6.8666 -2.5716 -2.7624
C -7.1035 -1.1456 -2.6218
C -6.5045 -0.6356 -1.3090
O -5.1776 -1.1895 -1.1697
C -4.6296 -1.1277 0.1014
H -11.7719 -1.2410 -2.5004
H -11.9800 -2.9999 -2.7593
H -11.1841 -1.9287 -3.9479
H -9.0605 -3.2751 -3.9514
H -9.8122 -4.2673 -2.6093
H -7.7564 -4.4475 -2.1478
H -8.0361 -3.0769 -1.0458
H -6.0490 -2.6989 -2.1831
H -8.1387 -0.8122 -2.6953
H -6.5575 -0.5408 -3.3459
H -7.0862 -0.9143 -0.4304
H -6.4441 0.4521 -1.3474
H -3.6989 -1.6949 0.0875
H -5.2425 -1.6129 0.8611
H -4.3824 -0.1296 0.4630
C -6.3575 -5.7265 4.8203
O -5.9223 -5.6651 3.4925
C -4.9327 -4.6286 3.2528
C -4.8001 -4.3621 1.7554
N -4.2406 -5.4970 1.1026
C -4.2042 -5.3344 -0.3567
C -3.9062 -6.7238 -0.9296
O -4.9733 -7.5841 -0.5390
C -4.9660 -8.9215 -1.1254
H -6.8627 -6.6888 4.9033
H -7.0294 -4.9123 5.0917
H -5.5814 -5.7360 5.5857
H -3.9701 -4.9670 3.6361
H -5.2654 -3.6663 3.6420
H -4.0802 -3.5603 1.5917
H -5.6708 -3.9749 1.2261
H -4.9497 -6.2115 1.1846
H -3.4358 -4.6128 -0.6337
H -5.1421 -4.9537 -0.7610
H -2.9323 -7.0279 -0.5460
H -3.7000 -6.6300 -1.9958
H -5.0238 -8.8787 -2.2130
H -5.8399 -9.4490 -0.7430
H -4.0812 -9.4951 -0.8494
C -3.1809 0.9114 -5.0768
O -3.0806 2.1675 -5.7122
C -2.3330 3.0763 -5.0107
C -2.5240 4.4345 -5.6909
N -3.5034 5.3756 -5.0948
C -3.6658 6.5109 -5.9705
C -4.9049 7.2926 -5.4877
O -5.9933 6.4178 -5.6751
C -7.1582 6.8481 -5.0027
H -3.8986 0.3384 -5.6638
H -3.6074 1.0838 -4.0886
H -2.1897 0.4937 -4.8999
H -1.2872 2.7701 -5.0368
H -2.6479 3.1103 -3.9677
H -2.7825 4.2542 -6.7344
H -1.6118 5.0282 -5.6319
H -4.4199 4.9560 -5.0319
H -3.8546 6.2148 -7.0023
H -2.7399 7.0826 -6.0332
H -5.0074 8.1742 -6.1203
H -4.9282 7.6513 -4.4586
H -7.5218 7.7577 -5.4808
H -7.0810 7.1178 -3.9494
H -8.0140 6.1982 -5.1851
C -7.1966 -2.9509 9.1484
O -6.4110 -2.0643 8.4183
C -5.6526 -2.5602 7.3622
C -4.7306 -1.5524 6.7280
N -5.4920 -0.5989 5.9427
C -4.6696 0.4628 5.4000
C -3.9480 0.0849 4.1056
O -2.6782 -0.4430 4.4081
C -2.0456 -0.9477 3.2024
H -8.0095 -3.3124 8.5186
H -7.6880 -2.4481 9.9814
H -6.5501 -3.7185 9.5738
H -6.2527 -2.9893 6.5598
H -5.1029 -3.4052 7.7767
H -3.9537 -2.1297 6.2266
H -4.1939 -1.0398 7.5264
H -6.2825 -0.2308 6.4524
H -4.0170 0.9281 6.1388
H -5.4144 1.2172 5.1467
H -3.8712 1.0304 3.5688
H -4.6138 -0.5971 3.5768
H -0.9937 -1.1345 3.4183
H -2.1178 -0.2346 2.3813
H -2.5056 -1.8860 2.8921
C 10.4231 -2.1496 1.8212
O 9.1648 -1.4606 1.6201
C 8.9484 -0.3500 2.4879
C 7.5259 0.2207 2.1967
N 7.5157 1.1600 1.0541
C 7.7446 0.5091 -0.2632
C 7.3630 1.4895 -1.3138
O 6.0191 1.8270 -1.1139
C 5.5948 2.8602 -1.9983
H 10.3391 -2.5413 2.8349
H 11.3105 -1.5369 1.6625
H 10.4656 -3.0669 1.2339
H 9.6743 0.3909 2.1528
H 9.0025 -0.7624 3.4954
H 7.3398 0.9006 3.0281
H 6.7387 -0.5329 2.1734
H 6.5992 1.5807 0.9988
H 6.9866 -0.2626 -0.3979
H 8.7922 0.2567 -0.4268
H 7.4678 1.0342 -2.2986
H 8.0140 2.3638 -1.3150
H 5.9499 2.9630 -3.0237
H 5.8024 3.7746 -1.4426
H 4.5120 2.7980 -2.1062
C -3.0417 -2.4436 -3.0484
O -2.1504 -2.0897 -2.0246
C -1.8700 -0.7329 -1.9873
C -1.1683 -0.3537 -0.7205
N 0.2099 -0.8051 -0.6156
C 0.8565 -0.1394 0.4804
C 2.3486 -0.4659 0.5644
O 2.7770 0.0582 1.8183
C 4.0934 -0.2445 2.1481
H -3.5624 -3.3857 -2.8762
H -2.4443 -2.8343 -3.8721
H -3.7871 -1.7099 -3.3552
H -2.7708 -0.1192 -1.9913
H -1.2134 -0.4442 -2.8081
H -1.6327 -0.8968 0.1026
H -1.1998 0.7287 -0.5953
H 0.2609 -1.7364 -0.2281
H 0.4114 -0.3661 1.4492
H 0.7809 0.9377 0.3315
H 2.8136 -0.1825 -0.3799
H 2.4516 -1.5509 0.5802
H 4.8053 0.0545 1.3788
H 4.1614 -1.3288 2.2370
H 4.4473 0.1459 3.1023
```

For the HOMO energy, the calculation gives -8.5 eV. As for the max |F|: 3.0 eV Å⁻¹. The HOMO-LUMO gap comes out at 9.0 eV. As for the spin multiplicity: 1.